[1]
Formula: C25H45EuN7O2Si
Source: the Open Molecules 2025 dataset
Level of theory: ωB97M-V with the def2-TZVPD basis set

The value obtained for the HOMO energy (spin up / spin down) is -5.1 / -6.7 eV. The energy above the lowest of the compared OMol25 structures with the same formula, charge and spin is 0.0 kcal/mol. Its HOMO-LUMO gap (spin up / spin down) is 5.42 / 7.10 eV.

ORCA input file:
```
! wB97M-V def2-TZVPD RIJCOSX def2/J DEFGRID3
* xyz 0 8
Eu 0.08 0.19 0.55
C 1.02 -3.29 0.15
C 0.23 -3.43 1.45
N -0.51 -2.20 1.82
C -0.45 -1.94 3.26
C 0.84 -1.19 3.69
N 1.70 -0.81 2.56
C 2.80 -1.76 2.32
C 3.02 -2.06 0.82
N 1.76 -2.02 0.06
H 0.32 -3.33 -0.70
H 1.69 -4.15 0.07
H 0.92 -3.67 2.26
H -0.45 -4.28 1.34
H -1.49 -2.37 1.58
H -0.54 -2.87 3.84
H -1.31 -1.32 3.53
H 1.40 -1.79 4.42
H 0.53 -0.27 4.20
H 2.09 0.10 2.80
H 2.58 -2.69 2.83
H 3.74 -1.39 2.73
H 3.51 -3.04 0.74
H 3.70 -1.32 0.38
H 2.00 -1.91 -0.93
O -1.62 1.10 4.33
C -1.47 1.10 3.12
O -0.37 1.15 2.48
C -2.73 1.03 2.22
C -4.00 1.22 2.75
C -5.09 1.21 1.89
C -4.85 1.03 0.53
C -3.55 0.82 0.10
N -2.50 0.80 0.92
H -4.11 1.38 3.81
H -6.09 1.35 2.26
H -5.66 1.03 -0.18
H -3.34 0.65 -0.95
N 2.52 1.30 0.39
C 2.68 2.50 1.25
C 2.82 3.77 0.42
C 1.63 4.01 -0.50
C 0.30 4.13 0.25
N -0.45 2.87 0.19
H 3.20 0.60 0.70
H 2.82 1.56 -0.56
H 3.58 2.41 1.88
H 1.81 2.57 1.91
H 3.73 3.72 -0.18
H 2.93 4.63 1.09
H 1.53 3.18 -1.21
H 1.81 4.92 -1.08
H -0.29 4.95 -0.18
H 0.48 4.38 1.30
H -0.84 2.79 -0.76
H -1.25 2.97 0.82
C 2.04 0.97 -3.18
Si 0.13 0.68 -3.17
C -0.77 2.39 -3.08
C -0.34 0.01 -4.90
N -0.28 -0.25 -1.78
C -0.81 -1.52 -1.96
C -1.83 -1.99 -1.11
C -2.44 -3.22 -1.32
C -2.02 -4.05 -2.35
C -0.99 -3.62 -3.17
C -0.38 -2.40 -2.97
H 2.30 2.01 -3.06
H 2.54 0.39 -2.41
H 2.45 0.65 -4.14
H -1.05 2.69 -4.09
H -0.15 3.18 -2.68
H -1.70 2.34 -2.51
H -0.52 0.82 -5.60
H -1.24 -0.59 -4.86
H 0.45 -0.61 -5.32
H -2.19 -1.35 -0.31
H -3.25 -3.53 -0.68
H -2.51 -4.99 -2.53
H -0.65 -4.26 -3.98
H 0.44 -2.10 -3.60
*
```

[2]
Formula: C25H45MgN6O
Source: the Open Molecules 2025 dataset
Level of theory: ωB97M-V with the def2-TZVPD basis set

The value obtained for the HOMO energy (spin up / spin down) is -15.1 / -15.1 eV. Its HOMO-LUMO gap (spin up / spin down) is 8.21 / 4.73 eV.

ORCA input file:
```
! wB97M-V def2-TZVPD RIJCOSX def2/J DEFGRID3
* xyz 2 2
Mg 2.49 0.29 -2.13
C -0.31 -0.59 -0.58
O 0.97 -0.22 -1.05
H -0.72 -1.56 -0.86
H -0.48 -0.39 0.48
H -1.02 -0.01 -1.16
C 1.69 -2.06 3.88
C 0.22 -1.76 3.52
C -0.63 -1.68 4.83
C -0.88 -2.90 5.67
N -1.18 -3.81 6.32
H 1.81 -3.06 4.32
H 1.96 -1.40 4.70
H 2.33 -2.05 3.00
H -0.23 -2.55 2.92
H 0.16 -0.79 3.01
H -1.61 -1.25 4.59
H -0.14 -0.95 5.48
C -2.41 4.43 -1.83
C -1.88 3.32 -0.84
C -0.40 3.61 -0.42
C 0.66 2.99 -1.31
N 1.44 2.49 -2.03
H -3.30 4.82 -1.34
H -2.93 4.11 -2.74
H -1.78 5.29 -2.02
H -1.89 2.36 -1.35
H -2.52 3.11 0.02
H -0.21 3.14 0.55
H -0.38 4.69 -0.33
C -0.97 -5.06 -1.49
C -0.43 -4.91 -2.84
C -0.80 -3.61 -3.57
C -2.24 -3.36 -3.87
N -3.32 -3.21 -4.15
H -2.06 -5.09 -1.48
H -0.74 -4.16 -0.92
H -0.75 -6.06 -1.10
H -0.84 -5.73 -3.43
H 0.66 -5.01 -2.85
H -0.35 -3.63 -4.56
H -0.32 -2.74 -3.12
C -2.59 1.16 2.62
C -2.15 1.99 3.86
C -2.32 3.58 3.77
C -1.72 4.45 4.86
N -1.29 5.16 5.69
H -2.00 1.41 1.74
H -3.66 1.26 2.43
H -2.31 0.16 2.93
H -1.10 1.74 4.05
H -2.73 1.76 4.75
H -3.30 3.99 3.53
H -1.61 3.78 2.96
C 5.47 -1.57 1.38
C 5.75 -0.22 2.00
C 4.58 0.83 1.96
C 3.96 1.05 0.62
N 3.49 1.16 -0.45
H 5.89 -1.71 0.38
H 4.42 -1.84 1.31
H 6.04 -2.41 1.80
H 6.53 0.20 1.36
H 6.14 -0.33 3.01
H 5.06 1.74 2.32
H 3.79 0.51 2.64
C -1.59 1.77 -4.89
C -1.13 0.75 -5.85
C -0.78 -0.54 -5.13
C 0.51 -0.45 -4.47
N 1.49 -0.21 -3.90
H -2.57 1.58 -4.44
H -1.72 2.75 -5.35
H -1.01 1.93 -3.98
H -0.22 1.10 -6.33
H -1.75 0.59 -6.73
H -0.68 -1.25 -5.95
H -1.54 -0.88 -4.42
*
```

[3]
Formula: C25H45N2OP3SeTl
Source: the Open Molecules 2025 dataset
Level of theory: ωB97M-V with the def2-TZVPD basis set

The value obtained for the HOMO energy (spin up / spin down) is -14.4 / -14.4 eV. The energy above the lowest of the compared OMol25 structures with the same formula, charge and spin is 21.5 kcal/mol. Its HOMO-LUMO gap (spin up / spin down) is 4.67 / 4.98 eV.

ORCA input file:
```
! wB97M-V def2-TZVPD RIJCOSX def2/J DEFGRID3
* xyz 3 1
Tl 1.39 1.90 -0.33
P -2.18 -1.04 -0.88
P 1.82 0.16 -3.39
P -2.24 1.56 -0.81
H 0.66 1.44 4.50
C -0.40 1.65 4.33
C -1.32 0.67 4.25
H -1.04 -0.39 4.32
C -1.26 -2.59 -0.51
C -2.78 -1.44 -2.56
C -3.69 -1.40 0.11
C 3.09 1.45 -3.38
C 2.47 -1.33 -4.14
C 0.39 0.71 -4.32
C -2.72 1.81 0.93
C -3.86 1.73 -1.66
C -1.56 3.23 -1.19
H -0.70 2.71 4.33
H -2.39 0.90 4.16
H -1.27 -2.79 0.57
H -0.21 -2.50 -0.82
H -1.74 -3.43 -1.03
H -1.94 -1.39 -3.27
H -3.56 -0.74 -2.89
H -3.18 -2.46 -2.55
H -3.41 -1.43 1.17
H -4.08 -2.38 -0.19
H -4.48 -0.65 -0.03
H 3.72 1.37 -4.28
H 3.74 1.26 -2.51
H 2.66 2.46 -3.33
H 3.38 -1.10 -4.70
H 1.74 -1.78 -4.83
H 2.71 -2.07 -3.36
H 0.66 0.98 -5.35
H -0.08 1.57 -3.83
H -0.34 -0.12 -4.34
H -3.05 2.86 1.06
H -1.87 1.62 1.59
H -3.55 1.15 1.22
H -4.19 2.77 -1.55
H -4.63 1.06 -1.27
H -3.73 1.52 -2.73
H -2.40 3.94 -1.24
H -1.08 3.23 -2.18
H -0.85 3.58 -0.43
C 1.81 5.04 0.82
C 2.95 5.18 -0.03
C 3.33 6.43 -0.52
C 2.63 7.58 -0.13
C 1.60 7.48 0.81
C 1.20 6.25 1.31
O 1.29 3.87 1.08
H 1.46 -0.05 -2.02
H 3.49 4.28 -0.31
H 4.15 6.50 -1.23
H 2.91 8.56 -0.54
H 1.09 8.39 1.15
H 0.40 6.16 2.04
C 2.77 -5.03 0.49
N 1.98 -4.41 1.53
C 1.68 -3.07 1.59
Se 2.28 -1.77 0.46
N 0.77 -2.97 2.63
C 0.46 -4.23 3.16
C -0.58 -4.64 3.98
C -0.76 -6.02 4.13
C 0.05 -6.95 3.44
C 1.06 -6.51 2.58
C 1.24 -5.14 2.47
H 3.34 -5.85 0.93
H 3.43 -4.28 0.06
H 2.13 -5.44 -0.31
H 0.33 -2.09 2.89
H -1.21 -3.89 4.47
H -1.54 -6.41 4.79
H -0.13 -8.02 3.58
H 1.70 -7.18 2.00
*
```

What did the second record say?
Formula: C25H45MgN6O
Source: the Open Molecules 2025 dataset
Level of theory: ωB97M-V with the def2-TZVPD basis set

The value obtained for the HOMO energy (spin up / spin down) is -15.1 / -15.1 eV. Its HOMO-LUMO gap (spin up / spin down) is 8.21 / 4.73 eV.

ORCA input file:
```
! wB97M-V def2-TZVPD RIJCOSX def2/J DEFGRID3
* xyz 2 2
Mg 2.49 0.29 -2.13
C -0.31 -0.59 -0.58
O 0.97 -0.22 -1.05
H -0.72 -1.56 -0.86
H -0.48 -0.39 0.48
H -1.02 -0.01 -1.16
C 1.69 -2.06 3.88
C 0.22 -1.76 3.52
C -0.63 -1.68 4.83
C -0.88 -2.90 5.67
N -1.18 -3.81 6.32
H 1.81 -3.06 4.32
H 1.96 -1.40 4.70
H 2.33 -2.05 3.00
H -0.23 -2.55 2.92
H 0.16 -0.79 3.01
H -1.61 -1.25 4.59
H -0.14 -0.95 5.48
C -2.41 4.43 -1.83
C -1.88 3.32 -0.84
C -0.40 3.61 -0.42
C 0.66 2.99 -1.31
N 1.44 2.49 -2.03
H -3.30 4.82 -1.34
H -2.93 4.11 -2.74
H -1.78 5.29 -2.02
H -1.89 2.36 -1.35
H -2.52 3.11 0.02
H -0.21 3.14 0.55
H -0.38 4.69 -0.33
C -0.97 -5.06 -1.49
C -0.43 -4.91 -2.84
C -0.80 -3.61 -3.57
C -2.24 -3.36 -3.87
N -3.32 -3.21 -4.15
H -2.06 -5.09 -1.48
H -0.74 -4.16 -0.92
H -0.75 -6.06 -1.10
H -0.84 -5.73 -3.43
H 0.66 -5.01 -2.85
H -0.35 -3.63 -4.56
H -0.32 -2.74 -3.12
C -2.59 1.16 2.62
C -2.15 1.99 3.86
C -2.32 3.58 3.77
C -1.72 4.45 4.86
N -1.29 5.16 5.69
H -2.00 1.41 1.74
H -3.66 1.26 2.43
H -2.31 0.16 2.93
H -1.10 1.74 4.05
H -2.73 1.76 4.75
H -3.30 3.99 3.53
H -1.61 3.78 2.96
C 5.47 -1.57 1.38
C 5.75 -0.22 2.00
C 4.58 0.83 1.96
C 3.96 1.05 0.62
N 3.49 1.16 -0.45
H 5.89 -1.71 0.38
H 4.42 -1.84 1.31
H 6.04 -2.41 1.80
H 6.53 0.20 1.36
H 6.14 -0.33 3.01
H 5.06 1.74 2.32
H 3.79 0.51 2.64
C -1.59 1.77 -4.89
C -1.13 0.75 -5.85
C -0.78 -0.54 -5.13
C 0.51 -0.45 -4.47
N 1.49 -0.21 -3.90
H -2.57 1.58 -4.44
H -1.72 2.75 -5.35
H -1.01 1.93 -3.98
H -0.22 1.10 -6.33
H -1.75 0.59 -6.73
H -0.68 -1.25 -5.95
H -1.54 -0.88 -4.42
*
```